20
Properties=species:S:1:pos:R:3 method="wB97M-V/def2-TZVPD" total_charge=-2 gap_ev=4.78 e_lumo_ev=1.7
Cu -0.588 -1.769 3.279
Br -2.499 -5.510 4.401
Br -2.617 2.159 3.243
Cl 5.157 -2.569 6.073
O 3.986 -2.751 5.220
O 5.287 -1.143 6.328
O 4.985 -3.266 7.368
O 6.290 -3.058 5.248
C -2.586 2.633 -3.164
C -2.126 1.486 -4.035
C -0.661 0.843 -3.775
C -0.628 0.151 -2.481
N -0.662 -0.485 -1.498
H -3.364 3.319 -3.499
H -1.788 3.359 -3.012
H -2.979 2.391 -2.177
H -2.204 1.787 -5.080
H -2.820 0.655 -3.909
H 0.122 1.579 -3.961
H -0.305 0.188 -4.570

=====

48
Properties=species:S:1:pos:R:3 method="wB97M-V/def2-TZVPD" total_charge=-2 gap_ev=6.18 e_lumo_ev=4.4
Pd 0.816 0.210 -0.767
O 3.191 -5.025 -3.171
C 1.958 -5.159 -2.871
O 1.267 -6.157 -3.060
C 1.300 -3.957 -2.225
C -0.019 -3.867 -1.837
Cl -1.272 -5.023 -1.878
N -0.232 -2.635 -1.318
N 0.901 -1.910 -1.344
C 1.830 -2.686 -1.876
C 3.218 -2.097 -1.998
O 4.106 -2.850 -2.577
O 3.437 -0.988 -1.558
C -1.413 -2.075 -0.742
C -1.339 -1.574 0.550
C -2.461 -0.978 1.106
C -3.635 -0.889 0.371
C -3.694 -1.394 -0.921
C -2.573 -1.986 -1.488
H 3.700 -3.830 -2.855
H -0.412 -1.645 1.101
H -2.413 -0.567 2.106
H -4.504 -0.411 0.806
H -4.606 -1.310 -1.499
H -2.589 -2.360 -2.503
C -1.569 3.924 0.717
C -1.175 2.489 0.410
S 0.284 2.302 -0.649
O 0.055 3.216 -1.809
C 1.480 3.166 0.392
C 2.856 3.043 -0.246
H -2.576 3.947 1.136
H -1.551 4.523 -0.195
H -0.899 4.374 1.450
H -1.949 1.974 -0.160
H -0.983 1.904 1.309
H 1.445 2.699 1.378
H 1.151 4.205 0.461
H 3.124 1.986 -0.339
H 3.612 3.554 0.354
H 2.851 3.480 -1.245
N 1.151 -0.064 2.301
C 0.590 0.638 3.033
C -0.096 1.491 3.925
C 0.613 2.370 4.765
N 1.187 3.099 5.459
C -1.503 1.446 3.981
N -2.660 1.397 4.020

=====

15
Properties=species:S:1:pos:R:3 method="wB97M-V/def2-TZVPD" gap_ev=11.34 e_lumo_ev=0.3 smiles="C[C@@](F)(C(O)O)[N+](=O)[O-]"
C -0.440 1.548 0.051
C 0.273 0.262 0.230
F 0.437 -0.092 1.545
C -0.591 -0.938 -0.435
O -1.698 -1.031 0.374
O 0.097 -2.177 -0.493
N 1.700 0.377 -0.362
O 1.808 0.936 -1.391
O 2.530 -0.228 0.285
H -0.709 1.563 -1.012
H -1.384 1.646 0.592
H 0.136 2.309 0.499
H -0.847 -0.730 -1.553
H -1.306 -0.925 1.239
H -0.005 -2.520 0.431

=====

7
Properties=species:S:1:pos:R:3 method="wB97M-V/def2-TZVPD" gap_ev=9.37 e_lumo_ev=0.4
C -0.930 -0.378 0.317
P 0.947 1.107 0.078
Br 2.573 -0.321 -0.075
H -0.679 -0.944 1.195
H -0.867 -0.942 -0.603
H -1.794 0.255 0.398
H 0.751 1.224 -1.312

=====

20
Properties=species:S:1:pos:R:3 method="wB97M-V/def2-TZVPD" gap_ev=10.89 e_lumo_ev=0.9 smiles=CC(C)O.CC
C 1.982 -0.871 -1.217
C 0.592 -0.483 -0.764
C 0.108 0.813 -1.320
O -0.247 -1.475 -1.521
H 1.943 -1.721 -1.930
H 2.735 -1.128 -0.402
H 2.489 -0.081 -1.845
H 0.552 -0.812 0.354
H 0.706 0.982 -2.292
H -0.982 0.549 -1.556
H 0.160 1.644 -0.733
H -0.648 -2.283 -1.108
C -0.758 0.837 1.668
C -1.543 1.185 2.966
H -0.419 1.736 1.075
H 0.130 0.234 1.791
H -1.476 0.254 1.008
H -0.949 1.013 3.818
H -2.363 0.432 2.936
H -2.181 2.103 3.051

=====

26
Properties=species:S:1:pos:R:3 method="wB97M-V/def2-TZVPD" multiplicity=6 gap_ev="5.84 / 5.99" e_lumo_ev="-0.2 / -2.8"
C 0.046 -1.436 -1.912
C -1.290 -1.516 -1.406
C -1.241 -1.967 -0.062
C 0.136 -2.213 0.288
C 0.939 -1.916 -0.880
Ir 0.283 0.012 -0.042
C -1.105 1.766 -1.235
C -0.677 2.737 -2.070
C 0.517 3.095 -2.470
N 1.773 0.131 1.427
H -2.092 -2.151 0.587
H -2.194 -1.307 -1.975
H 0.500 -2.671 1.203
H 1.994 -2.151 -0.997
H 0.335 -1.221 -2.942
H -1.731 1.080 -1.871
H 1.645 0.520 -0.823
H -1.781 1.943 -0.340
H 0.683 3.612 -3.367
H 1.519 2.809 -1.979
C 0.079 0.168 2.788
C -0.806 0.460 1.600
O -1.939 0.828 1.658
H 1.250 -0.163 2.285
H -0.309 -0.663 3.396
H 0.232 1.108 3.327